Here is 2 unconnected molecules or ions with the total composition C3H5NO from OMol25. Energies are from wB97M-V/def2-TZVPD.

```
! wB97M-V def2-TZVPD RIJCOSX def2/J DEFGRID3
* xyz 0 1
C 0.14 -1.63 -0.54
O 1.18 -1.03 -0.67
C 0.56 1.34 0.23
C -0.75 0.81 0.45
N -0.73 2.00 0.82
H -0.10 -2.18 0.40
H -0.64 -1.65 -1.32
H -1.40 -0.06 0.39
H 0.87 1.64 -0.77
H 1.37 1.12 0.92
*
```

Frontier orbital gap (eV): 10.67
LUMO level (eV): 0.6
SMILES string: C1=NC1.C=O
HOMO (eV): -10.11
E_tot (eV): -6726.0300